Record 1
Here is C51H41Br4ILaN9O8 as an isolated structure in a non-equilibrium geometry from OMol25. Energies are from ωB97M-V with the def2-TZVPD basis set.

The value obtained for the calculated total energy is -372478.831 eV. The value obtained for the HOMO energy (spin up / spin down) is -7.19 / -7.19 eV. The value obtained for the LUMO energy (spin up / spin down) is -0.251 / -0.251 eV. As for the energy relative to the best compared isomer or geometry (same formula, charge and spin): 0.0 kJ/mol. As for the charge: 0. The calculation puts the frontier orbital gap (spin up / spin down) at 6.9 / 6.9 eV.

Last column: Löwdin charge in e.
Element x y z (Å)
La (-0.26836, 0.14286, -0.49513)  2.074
O (2.57956, 0.70176, -4.09573)  0.046
C (3.57972, 1.42272, -3.56497)  -0.272
C (4.48750, 2.02226, -4.44096)  -0.010
C (5.52336, 2.80023, -3.96028)  -0.091
C (5.67710, 2.99473, -2.59339)  -0.106
C (4.78296, 2.39522, -1.72213)  -0.061
C (3.73524, 1.60316, -2.18100)  -0.114
C (2.77316, 0.99389, -1.16855)  -0.423
O (1.54033, 0.67810, -1.65629)  -0.401
N (3.44016, -0.21337, -0.62232)  0.013
N (2.77176, -0.89231, 0.30953)  0.001
C (3.43395, -1.53822, 1.19431)  -0.199
C (2.82553, -2.37957, 2.20113)  -0.548
Br (0.91388, -2.41674, 2.13264)  0.990
C (3.52908, -3.11879, 3.06751)  -0.095
C (3.06654, -3.99067, 4.15286)  -0.247
C (3.73656, -5.19606, 4.38039)  -0.048
C (3.31773, -6.06781, 5.37136)  -0.087
C (2.23755, -5.73994, 6.17878)  -0.087
C (1.59931, -4.52130, 6.00063)  -0.076
C (2.00960, -3.65211, 5.00288)  -0.067
H (1.99618, 0.43765, -3.34179)  0.077
H (4.34786, 1.85792, -5.50206)  0.118
H (6.20967, 3.26847, -4.65434)  0.102
H (6.48560, 3.60496, -2.21218)  0.095
H (4.88635, 2.55224, -0.65194)  0.114
H (2.69990, 1.70543, -0.32317)  0.130
H (4.44169, -0.10504, -0.49080)  0.132
H (4.52565, -1.48222, 1.21874)  0.128
H (4.60486, -3.10957, 2.90971)  0.121
H (4.58858, -5.45789, 3.76348)  0.113
H (3.83516, -7.00750, 5.51655)  0.103
H (1.90517, -6.42352, 6.94899)  0.102
H (0.77762, -4.24008, 6.64712)  0.106
H (1.52558, -2.69106, 4.91227)  0.089
Br (-8.12809, 1.26050, 1.32276)  0.729
C (-6.91935, 0.93208, 2.75634)  -0.681
C (-7.13775, -0.14245, 3.60129)  -0.125
C (-6.23871, -0.38718, 4.62363)  -0.038
C (-5.09926, 0.40340, 4.78224)  -0.299
C (-4.92123, 1.50342, 3.93684)  -0.022
C (-5.83528, 1.77436, 2.93520)  -0.130
N (-4.29298, 0.16668, 5.91158)  0.060
N (-3.04652, 0.22405, 5.94324)  0.070
C (-2.20847, 0.21975, 4.82587)  -0.251
C (-1.03876, 0.95462, 4.95020)  -0.017
C (-0.16062, 1.14158, 3.89347)  -0.006
C (-0.39208, 0.57958, 2.63236)  -0.467
O (0.38405, 0.76085, 1.62839)  -0.312
C (-1.54140, -0.31064, 2.52154)  -0.254
N (-1.68175, -0.98133, 1.34832)  -0.077
C (-2.58833, -1.93086, 1.26666)  -0.154
C (-3.41195, -2.29246, 2.33585)  -0.021
C (-3.32612, -1.58730, 3.50668)  0.009
C (-2.40743, -0.52468, 3.62001)  -0.095
H (-8.01155, -0.76621, 3.47329)  0.101
H (-6.40084, -1.20984, 5.30900)  0.116
H (-4.07144, 2.15982, 4.07168)  0.117
H (-5.69726, 2.63462, 2.29576)  0.094
H (-0.84987, 1.42851, 5.90619)  0.115
H (0.72700, 1.74839, 4.01831)  0.113
H (-2.65615, -2.45798, 0.32142)  0.095
H (-4.09058, -3.12876, 2.23758)  0.111
H (-3.93097, -1.86873, 4.35697)  0.112
O (-6.69381, 1.98615, -2.42707)  0.085
C (-5.64131, 1.36271, -1.87502)  -0.318
C (-5.30437, 0.03751, -2.13826)  0.016
C (-4.19033, -0.49137, -1.51865)  -0.118
N (-3.40204, 0.19572, -0.69468)  0.010
C (-3.75707, 1.44424, -0.44728)  -0.686
Br (-2.63151, 2.38142, 0.76222)  0.935
C (-4.85118, 2.08312, -0.98447)  -0.033
H (-7.17557, 1.39696, -3.01506)  0.118
H (-5.89710, -0.57129, -2.80982)  0.119
H (-3.91537, -1.52561, -1.68688)  0.101
H (-5.09947, 3.10732, -0.74649)  0.123
N (1.84254, 4.37875, -0.03775)  0.178
C (1.02820, 3.59718, -0.77919)  -0.665
O (0.30984, 2.75750, -0.25995)  -0.116
C (1.06062, 3.86712, -2.26470)  -0.523
I (-0.04242, 5.66766, -2.61098)  0.852
H (1.84956, 4.24853, 0.95973)  0.123
H (2.43111, 5.08096, -0.44692)  0.103
H (0.57112, 3.06744, -2.80602)  0.034
H (2.06629, 4.03922, -2.63712)  0.053
Br (-0.09292, -1.15193, -5.48667)  0.824
C (-0.58335, 0.67408, -5.49770)  -0.587
C (-0.44386, 1.31996, -6.71943)  -0.137
C (-0.84459, 2.63414, -6.87318)  -0.074
C (-1.41065, 3.31547, -5.80775)  -0.078
C (-1.53987, 2.68066, -4.58809)  -0.052
C (-1.11232, 1.36642, -4.39458)  -0.140
C (-1.20114, 0.85407, -2.97939)  -0.649
O (-1.00809, -0.36026, -2.71872)  -0.244
O (-1.44363, 1.68238, -2.06154)  -0.179
H (-0.01801, 0.77194, -7.54881)  0.094
H (-0.72395, 3.11838, -7.83366)  0.107
H (-1.73954, 4.34023, -5.92018)  0.103
H (-1.96682, 3.19611, -3.73906)  0.098
N (1.35375, -5.86003, 0.92646)  0.187
C (0.76101, -6.20629, -0.24606)  -0.502
O (0.84777, -7.31783, -0.73091)  0.063
C (-0.02053, -5.10678, -0.90467)  -0.113
C (-1.17574, -5.42863, -1.60505)  0.011
C (-1.89984, -4.40420, -2.18930)  -0.032
C (-1.46945, -3.09784, -2.01062)  -0.159
N (-0.37031, -2.77234, -1.32887)  0.045
C (0.35921, -3.77262, -0.83525)  -0.124
H (1.82979, -6.58267, 1.44013)  0.113
H (1.17080, -4.98318, 1.38792)  0.028
H (-1.47668, -6.46458, -1.69187)  0.126
H (-2.78488, -4.59907, -2.77935)  0.109
H (-2.01529, -2.27346, -2.44841)  0.079
H (1.30083, -3.49617, -0.37926)  0.079


Record 2
Here is C51H42Br3N2O4ReS2 as an isolated structure in a non-equilibrium geometry from OMol25. Energies are from ωB97M-V with the def2-TZVPD basis set.

The value obtained for the calculated total energy is -298641.431 eV. The value obtained for the HOMO energy (spin up / spin down) is -14.77 / -14.77 eV. The value obtained for the LUMO energy (spin up / spin down) is -7.883 / -10.095 eV. As for the energy relative to the best compared isomer or geometry (same formula, charge and spin): 0.0 kJ/mol. As for the spin multiplicity: 2. As for the charge: +3. The calculation puts the frontier orbital gap (spin up / spin down) at 6.9 / 4.7 eV.

Last column: Löwdin charge in e.
Element x y z (Å)
Re (-2.34940, 1.08464, -2.55998)  0.875
O (-4.83189, 1.71220, 2.12572)  0.054
C (-4.95844, 0.36489, 1.88900)  -0.258
C (-5.38014, -0.50895, 2.87335)  -0.012
C (-5.50179, -1.85215, 2.55790)  -0.049
C (-5.19937, -2.30407, 1.28557)  -0.032
C (-4.77221, -1.41169, 0.30956)  -0.291
C (-4.63199, -0.05379, 0.59643)  -0.043
C (-4.20812, 1.02999, -0.37230)  -0.280
O (-3.91647, 0.60154, -1.70528)  -0.347
N (-2.97513, 1.66031, 0.15274)  0.048
N (-2.22907, 2.23676, -0.85831)  -0.190
C (-1.56233, 3.31340, -0.68523)  -0.147
C (-0.78204, 3.92737, -1.74783)  -0.513
Br (-1.05435, 3.08686, -3.46301)  0.950
C (0.04084, 4.95789, -1.57294)  -0.050
C (0.87334, 5.72864, -2.50277)  -0.221
C (2.01018, 6.34036, -1.97228)  -0.042
C (2.87894, 7.04829, -2.78801)  -0.054
C (2.59692, 7.18301, -4.13895)  -0.039
C (1.43644, 6.63317, -4.66621)  -0.045
C (0.57923, 5.90699, -3.85628)  -0.056
H (-5.25752, 1.94800, 2.95877)  0.132
H (-5.63473, -0.14210, 3.86086)  0.128
H (-5.84658, -2.55015, 3.31053)  0.123
H (-5.30834, -3.35501, 1.03584)  0.125
H (-4.83152, -2.75895, -1.03370)  0.118
H (-5.00494, 1.77139, -0.43467)  0.167
H (-3.13650, 2.24116, 0.96796)  0.130
H (-1.59512, 3.81971, 0.27679)  0.157
H (0.13676, 5.24782, -0.52750)  0.138
H (2.21610, 6.24897, -0.91054)  0.113
H (3.76317, 7.51112, -2.36861)  0.120
H (3.26685, 7.74395, -4.77824)  0.122
H (1.19233, 6.78642, -5.70930)  0.119
H (-0.35161, 5.54637, -4.27216)  0.074
C (-0.68841, -8.06149, 2.14134)  -0.007
C (-0.85813, -6.60889, 1.85652)  -0.185
C (-0.57136, -5.64154, 2.84319)  0.010
C (-0.71478, -4.30812, 2.58561)  -0.027
C (-1.19314, -3.89056, 1.30610)  -0.463
C (-1.48815, -4.86017, 0.30578)  -0.051
C (-1.30405, -6.18163, 0.57940)  0.009
S (-1.55205, -2.27731, 0.94892)  1.215
O (-4.48377, -1.86362, -0.94980)  0.038
C (-0.45690, -1.34176, 1.96986)  -0.445
C (-0.98994, -0.66653, 3.09487)  -0.064
C (-0.15846, 0.09955, 3.85350)  0.005
C (1.21201, 0.24480, 3.51669)  -0.146
C (2.06418, 1.07785, 4.28471)  -0.011
C (3.36349, 1.26276, 3.91907)  -0.037
C (3.88398, 0.61297, 2.77237)  -0.038
C (3.09632, -0.20674, 2.02069)  -0.010
C (1.73394, -0.41377, 2.37265)  -0.116
C (0.86416, -1.22648, 1.58538)  -0.177
C (1.34865, -1.82892, 0.29856)  -0.171
C (2.15693, -3.00382, 0.29579)  -0.104
C (2.53407, -3.65691, 1.50051)  -0.016
C (3.31416, -4.77385, 1.46520)  -0.038
C (3.75037, -5.30827, 0.22898)  -0.036
C (3.39569, -4.71093, -0.94270)  -0.007
C (2.59449, -3.54321, -0.94126)  -0.134
C (2.22186, -2.90730, -2.15533)  0.017
C (1.46924, -1.77457, -2.14633)  -0.045
C (1.05314, -1.24665, -0.90170)  -0.322
S (0.14783, 0.26558, -0.86134)  1.117
O (-0.49581, 0.30138, -2.30768)  -0.689
C (1.39896, 1.47730, -0.86090)  -0.400
C (1.46384, 2.28643, 0.26679)  -0.086
C (2.44434, 3.26732, 0.33050)  -0.022
C (3.33629, 3.45363, -0.72300)  -0.241
C (4.41242, 4.50095, -0.65354)  -0.030
C (3.22912, 2.63262, -1.85405)  0.006
C (2.27605, 1.63910, -1.93198)  -0.036
H (-0.72500, -8.27310, 3.20792)  0.097
H (0.28981, -8.39039, 1.77143)  0.115
H (-1.43950, -8.65888, 1.62522)  0.101
H (-0.24127, -5.96784, 3.82218)  0.137
H (-0.50464, -3.57343, 3.35163)  0.124
H (-1.83429, -4.53893, -0.67014)  0.121
H (-1.50786, -6.92427, -0.18297)  0.136
H (-2.04080, -0.77233, 3.34049)  0.114
H (-0.53825, 0.60787, 4.73234)  0.130
H (1.66847, 1.55785, 5.17220)  0.126
H (4.00703, 1.90148, 4.51121)  0.121
H (4.92097, 0.76424, 2.49792)  0.120
H (3.50882, -0.70957, 1.15336)  0.127
H (2.21674, -3.24716, 2.45092)  0.120
H (3.61461, -5.25315, 2.38931)  0.120
H (4.37548, -6.19175, 0.21821)  0.121
H (3.72870, -5.11724, -1.89014)  0.127
H (2.56025, -3.32812, -3.09556)  0.133
H (1.18151, -1.28766, -3.06888)  0.113
H (0.76985, 2.14058, 1.09047)  0.120
H (2.51758, 3.89477, 1.21150)  0.129
H (4.22620, 5.21857, 0.14412)  0.088
H (4.49865, 5.03674, -1.59896)  0.077
H (5.38034, 4.03296, -0.45897)  0.102
H (3.91487, 2.77586, -2.68135)  0.135
H (2.20894, 1.01044, -2.81262)  0.122
Br (-2.80875, -0.39457, -4.61847)  0.751
C (-4.14149, 0.71937, -5.50667)  -0.893
Br (-4.53496, 2.25886, -4.42707)  0.727
H (-5.02975, 0.11320, -5.61529)  0.026
H (-3.72432, 1.03200, -6.45367)  0.024